Record 1
60
Properties=species:S:1:pos:R:3 method="wB97M-V/def2-TZVPD" homo_lumo_gap_ha=0.27700 de_lowest_ev=5.283
C 3.9825 -1.3797 -2.0098
C 2.9258 -2.4092 -1.5994
C 3.2801 -3.0650 -0.2912
C 3.9699 -4.2697 -0.3096
C 4.3414 -4.9147 0.8564
C 4.0183 -4.3510 2.0774
C 3.3379 -3.1490 2.1263
C 2.9712 -2.4968 0.9526
N 2.2913 -1.2704 0.9904
C 1.6298 -0.7014 2.0229
O 1.5653 -1.1132 3.1601
C 0.9098 0.5822 1.5809
N 0.0774 0.2955 0.4336
C -1.3069 0.0599 0.5971
C -1.8307 -1.1926 0.3487
C -3.1909 -1.4325 0.4571
C -4.0410 -0.3953 0.8199
O -5.3872 -0.5000 0.9558
C -5.9902 -1.7574 0.7497
C -3.5205 0.8790 1.0646
C -2.1638 1.1179 0.9516
O -1.5645 2.3258 1.1421
C -2.3609 3.4191 1.5331
S 0.5108 0.7602 -1.0795
O 1.9205 1.0166 -1.0948
O 0.0028 -0.2221 -1.9910
C -0.3947 2.2726 -1.4814
C -1.6429 2.1112 -2.0563
C -2.3757 3.2162 -2.4563
C -1.8421 4.4895 -2.3196
C -0.5860 4.6574 -1.7654
C 0.1259 3.5464 -1.3272
N 1.3919 3.7830 -0.6701
O 2.1617 4.5393 -1.2101
O 1.5495 3.2568 0.4072
H 4.0163 -0.5485 -1.3104
H 4.9663 -1.8436 -2.0463
H 3.7463 -0.9779 -2.9920
H 1.9455 -1.9279 -1.5597
H 2.8754 -3.1819 -2.3702
H 4.2161 -4.7128 -1.2644
H 4.8762 -5.8517 0.8098
H 4.2983 -4.8430 2.9968
H 3.0832 -2.7060 3.0740
H 2.2511 -0.7682 0.1122
H 0.3095 0.9655 2.4075
H 1.6500 1.3339 1.2994
H -1.1590 -1.9849 0.0613
H -3.5665 -2.4222 0.2590
H -7.0534 -1.6046 0.9274
H -5.6088 -2.5039 1.4523
H -5.8411 -2.1102 -0.2752
H -4.2169 1.6547 1.3361
H -3.0951 3.6731 0.7618
H -2.8747 3.2219 2.4779
H -1.6701 4.2500 1.6655
H -2.0099 1.1069 -2.1948
H -3.3547 3.0827 -2.8899
H -2.4017 5.3517 -2.6478
H -0.1478 5.6382 -1.6565

***

Record 2
67
Properties=species:S:1:pos:R:3 method="wB97M-V/def2-TZVPD" homo_lumo_gap_ha="0.17746 / 0.19972" charge=-2 multiplicity=5
Cr 0.2106 1.0354 -0.1685
B -2.0755 1.0018 2.5623
N -0.7472 0.2017 2.7451
C -0.4273 -0.5841 3.7876
C 0.9143 -0.9081 3.6854
C 1.3375 -0.2594 2.5097
N 0.3350 0.4125 1.9483
N -2.6222 0.8611 1.0945
C -3.8536 0.4632 0.7415
C -4.0050 0.6460 -0.6242
C -2.7770 1.1874 -1.0280
N -1.9458 1.3155 0.0050
H -2.9115 0.5096 3.3108
H -1.8715 2.1809 2.7899
H -1.1745 -0.8513 4.5260
H 1.4972 -1.5371 4.3440
H 2.3134 -0.2443 2.0463
H -4.5376 0.0866 1.4882
H -4.8723 0.4357 -1.2313
H -2.4653 1.5013 -2.0123
C 1.0402 0.7770 -5.3815
C 0.3937 2.0697 -5.0544
N 0.1799 3.0246 -5.8685
N -0.3701 3.9914 -5.0533
C -0.6297 3.5921 -3.7883
S -1.4934 4.4341 -2.6676
N -0.0595 2.3534 -3.7806
N 0.2060 1.4995 -2.6830
H 1.2578 0.7516 -6.4478
H 0.3901 -0.0551 -5.1083
H 1.9649 0.6568 -4.8177
H -0.9868 4.6525 -5.4820
H 1.2127 1.3773 -2.6150
H -0.1980 0.5848 -2.9007
S 2.5230 0.2773 -0.8265
C 3.5246 1.5552 -0.1230
C 4.9064 1.3549 0.0180
C 5.7510 2.3224 0.5571
C 5.2130 3.5382 0.9627
C 3.8471 3.7572 0.8366
C 2.9682 2.7889 0.3153
S 1.2514 3.1693 0.2089
H 5.3119 0.4034 -0.3125
H 6.8125 2.1234 0.6640
H 5.8510 4.3100 1.3834
H 3.4179 4.7041 1.1561
C 0.6160 -4.6115 2.3162
C -0.7123 -3.9111 2.2758
C -1.4940 -3.7813 3.3930
C -2.7029 -3.1004 3.3285
Cl -3.6880 -2.9534 4.7832
C -3.1234 -2.5138 2.1552
C -2.3520 -2.6406 1.0215
C -1.1662 -3.3623 1.0700
O -0.3916 -3.6309 0.0006
C -0.8042 -3.1678 -1.2801
C -0.6106 -1.6847 -1.5503
O -0.7303 -1.3958 -2.7640
O -0.4071 -0.9697 -0.5340
H 0.8485 -4.9372 3.3320
H 1.4045 -3.9393 1.9698
H 0.6235 -5.4792 1.6534
H -1.1539 -4.1936 4.3366
H -4.0423 -1.9441 2.1240
H -2.6620 -2.1282 0.1190
H -1.8531 -3.4161 -1.4578
H -0.2061 -3.7074 -2.0044

***

Record 3
64
Properties=species:S:1:pos:R:3 method="wB97M-V/def2-TZVPD" homo_lumo_gap_ha="0.30405 / 0.22528" multiplicity=2
Na -1.8093 -0.2134 1.2247
C -5.3986 2.2431 1.5273
C -4.3413 1.7345 2.2952
N -3.4041 1.2132 1.5233
N -3.8197 1.3754 0.2497
C -5.0249 1.9859 0.2290
B -2.9976 0.8692 -0.9404
N -1.5491 1.4529 -0.8810
C -0.7139 1.5652 -1.9411
C 0.3669 2.3214 -1.5541
C 0.1031 2.6271 -0.2072
N -1.0498 2.0958 0.1868
N -2.9281 -0.6718 -0.8957
C -2.4087 -1.5151 -1.8179
C -2.7042 -2.8013 -1.4317
C -3.4060 -2.6436 -0.2261
N -3.5328 -1.3658 0.0932
N -3.6084 1.3544 -2.2563
C -3.7846 2.6519 -2.6121
C -4.2800 2.6742 -3.8916
C -4.3622 1.3153 -4.2494
N -3.9538 0.5320 -3.2661
H -6.2993 2.7226 1.8680
H -4.2226 1.7236 3.3674
H -5.5468 2.1895 -0.6897
H -0.9641 1.1466 -2.9032
H 1.2149 2.6127 -2.1503
H 0.6641 3.2520 0.4700
H -1.9222 -1.1606 -2.7092
H -2.4588 -3.7163 -1.9438
H -3.8325 -3.3998 0.4139
H -3.5373 3.4517 -1.9319
H -4.5416 3.5357 -4.4817
H -4.6992 0.8798 -5.1767
I -1.1942 -6.4868 1.9924
C -0.7220 -4.5503 1.4171
C 0.2087 -4.1720 0.4761
N 0.1831 -2.8289 0.4503
N -0.7077 -2.3151 1.2983
C -1.2630 -3.3521 1.9047
H 0.8596 -4.7592 -0.1485
H 0.7459 -2.2003 -0.1018
H -2.0341 -3.2132 2.6448
C 7.9047 -0.1168 0.9298
C 6.4096 -0.0016 1.0465
C 5.7605 1.2160 0.8945
C 4.3820 1.3319 1.0200
C 3.7321 2.6747 0.8305
C 3.6232 0.1905 1.3062
Te 1.5069 0.3750 1.5019
C 4.2549 -1.0471 1.4588
C 3.5020 -2.3196 1.7636
C 5.6364 -1.1201 1.3257
H 8.3595 0.8474 0.7081
H 8.1821 -0.8177 0.1407
H 8.3328 -0.4902 1.8616
H 6.3410 2.1054 0.6739
H 4.4785 3.4561 0.6928
H 3.1173 2.9332 1.6965
H 3.0855 2.6695 -0.0502
H 2.4802 -2.1183 2.0849
H 3.9991 -2.8769 2.5580
H 3.4683 -2.9665 0.8834
H 6.1197 -2.0846 1.4486

***

Record 4
116
Properties=species:S:1:pos:R:3 method="wB97M-V/def2-TZVPD" homo_lumo_gap_ha=0.30695
C 0.1084 1.8749 6.3853
C 0.3228 3.1456 5.6149
I -0.6766 3.0346 3.7132
C 0.0464 4.4347 6.4342
I -0.7679 6.0474 5.2645
O -0.6832 4.2287 7.6185
C -1.9930 4.1524 7.5237
O -2.6991 4.6758 8.2947
O -2.3801 3.3821 6.5428
S -3.9214 3.7937 5.9683
H -0.1533 1.1157 5.7035
H -0.6811 1.9241 7.0867
H 1.0011 1.5708 6.8497
H 1.3397 3.1821 5.3553
H 0.9770 4.8012 6.7418
H -4.0447 2.8200 5.0726
C -0.4165 -0.9626 1.9795
Br -2.1509 -0.5708 2.7146
Br -0.0241 0.1417 0.4642
Br 0.9405 -0.8032 3.3386
H -0.4207 -1.9828 1.6455
C -6.5571 7.6031 5.4241
Br -5.1171 6.9322 6.4995
Br -5.9421 8.1919 3.7013
Br -7.9762 6.3177 5.2652
H -6.9616 8.4634 5.9264
C 0.5715 -1.4499 8.4201
Br 0.2456 -3.3346 8.2447
Br 1.7048 -0.7966 7.0081
Br -1.0651 -0.4524 8.5247
H 1.0981 -1.2989 9.3463
C -3.8014 -3.8360 1.6646
Br -4.7090 -5.5006 1.9457
Br -2.0878 -4.1163 0.8282
Br -4.8947 -2.5930 0.6935
H -3.6064 -3.3993 2.6294
C 5.3372 -1.2442 4.7978
Br 6.6432 -1.5350 3.4233
Br 6.1461 -1.1595 6.5367
Br 4.2762 0.3168 4.4340
H 4.6713 -2.0907 4.7972
C -3.7853 -4.6199 -3.2028
Br -3.2346 -2.8064 -2.8769
Br -2.3128 -5.8462 -3.0215
Br -5.2713 -5.1341 -2.1031
H -4.1187 -4.6695 -4.2270
C -0.2998 -3.4239 -6.0210
Br -2.0802 -3.3467 -6.7405
Br 0.7275 -4.8319 -6.8210
Br 0.6027 -1.7285 -6.1400
H -0.3893 -3.6567 -4.9732
C 8.9145 -5.0933 1.6564
Br 7.1421 -5.4013 2.3363
Br 9.1136 -3.3080 0.9697
Br 10.2521 -5.5048 2.9646
H 9.0567 -5.7669 0.8292
C 0.9856 4.4833 0.0489
Br 2.3238 3.4193 0.9307
Br 1.4755 4.8677 -1.7681
Br -0.7516 3.6631 0.1400
H 0.9260 5.4220 0.5730
C 2.5261 5.0620 -6.1529
Br 0.8741 5.6371 -5.3587
Br 2.9314 6.0551 -7.7460
Br 3.9703 5.1229 -4.8879
H 2.3989 4.0332 -6.4420
C -3.9640 0.5076 -6.9033
Br -3.0289 0.7692 -8.5599
Br -5.2120 -0.9512 -7.0169
Br -2.7480 0.2642 -5.4411
H -4.5303 1.4032 -6.7091
C 10.1687 -8.0257 6.7242
Br 11.7222 -6.9095 6.5234
Br 8.7224 -7.4092 5.6255
Br 10.5759 -9.8730 6.3911
H 9.8506 -7.9488 7.7492
C 4.1695 -3.2549 -6.9091
Br 5.2395 -3.4698 -5.3367
Br 4.7030 -1.7370 -7.9569
Br 4.1151 -4.8458 -7.9771
H 3.1621 -3.0666 -6.5708
C 4.8728 -2.9784 -11.7426
Br 4.7117 -4.8812 -11.9584
Br 5.8901 -2.1813 -13.1601
Br 3.1598 -2.1345 -11.5517
H 5.4144 -2.8050 -10.8256
C -5.1490 3.3036 -0.1404
Br -3.7684 2.2681 0.7027
Br -4.7426 3.6781 -1.9757
Br -6.8719 2.4669 0.0424
H -5.1974 4.2466 0.3767
C -10.4402 9.6411 3.6677
Br -9.3323 10.0637 2.1586
Br -11.3046 7.9388 3.4617
Br -9.4627 9.7440 5.3213
H -11.2136 10.3876 3.7137
C 5.5963 -1.7244 -1.0387
Br 5.3797 -3.6238 -1.2668
Br 6.6737 -0.9477 -2.4315
Br 3.9105 -0.8170 -0.8753
H 6.1273 -1.5793 -0.1125
C -4.1517 -9.5700 1.5211
Br -5.7770 -9.0536 2.4154
Br -3.8087 -8.4853 -0.0256
Br -2.6568 -9.5827 2.7266
H -4.2908 -10.5791 1.1747
C 7.0360 1.1302 -9.8825
Br 8.4993 2.3562 -10.0849
Br 5.5144 1.6494 -10.9336
Br 7.5659 -0.6744 -10.2699
H 6.7352 1.1598 -8.8492
C -9.1109 3.6850 -3.1123
Br -10.9337 3.8081 -3.7047
Br -8.2452 2.1157 -3.8014
Br -8.1232 5.2797 -3.5210
H -9.1286 3.5904 -2.0396